(one)
The following is a DFT calculation (ωB97M-V/def2-TZVPD) of a 3-piece molecular cluster, C2H10NO2S overall.

Atoms and positions in Å:
C  -0.53888  0.13810  -0.01544
C  0.08179  -1.26880  -0.21316
S  -0.03973  -2.37075  1.20974
N  0.41781  1.04695  0.66269
H  -1.50686  -0.08258  0.42367
H  -0.77359  0.65747  -0.95698
H  1.03396  -1.11837  -0.71574
H  -0.54433  -1.77895  -0.96089
H  1.38315  0.94714  0.36016
H  0.44343  0.54134  1.55275
H  0.51016  3.68599  1.63152
H  -0.26538  2.73590  0.80966
O  -0.37574  3.61489  1.27557
H  0.04621  0.21396  -4.45116
H  0.05016  -0.33482  -3.01207
O  0.37692  0.37219  -3.57034

Its spin multiplicity is 2. The calculation puts the HOMO energy (alpha / beta) at -9.80 / -9.48 eV. Its lowest unoccupied orbital energy (alpha / beta) is 0.476 / -2.473 eV. As for the gap between HOMO and LUMO (alpha / beta): 10.28 / 7.01 eV.

Löwdin population analysis, charges in e, atoms 1 to 5: -0.335, -0.666, 0.649, -0.015, 0.100

---

(two)
The following is a DFT calculation (ωB97M-V/def2-TZVPD) of a 3-piece molecular cluster, C2H10NO2S overall.

Atoms and positions in Å:
C  1.83076  -0.37544  -1.59005
C  0.87296  -1.11247  -0.60856
S  -0.84674  -0.83571  -0.81312
N  2.40099  0.85421  -1.08587
H  1.25151  -0.31221  -2.50372
H  2.61362  -1.08340  -1.83626
H  1.19451  -0.92213  0.42266
H  1.10046  -2.18468  -0.70355
H  2.06988  1.00873  -0.13459
H  2.15024  1.69333  -1.59587
H  -2.19355  1.30521  2.56744
H  -1.95134  2.14624  1.29007
O  -1.56578  1.89635  2.13257
H  -2.33248  -1.12099  1.65535
H  -3.38437  -0.21756  1.00297
O  -3.21068  -0.73949  1.80053

Its spin multiplicity is 2. The calculation puts the HOMO energy (alpha / beta) at -9.34 / -9.13 eV. Its lowest unoccupied orbital energy (alpha / beta) is 0.554 / -2.331 eV. As for the gap between HOMO and LUMO (alpha / beta): 9.89 / 6.80 eV.

Löwdin population analysis, charges in e, atoms 1 to 5: -0.370, -0.668, 0.693, -0.005, 0.084

---

Of them, the most stable is (two) and the least stable is (one).

---

(one)
The following is a DFT calculation (ωB97M-V/def2-TZVPD) of C33H33Br2INO3Se2TaTe3 as an isolated structure.

Atoms and positions in Å:
Ta  -0.16210  0.46096  0.00143
Br  -0.59051  -0.58941  2.68819
C  0.64587  -1.90509  3.07118
Br  2.34396  0.28748  0.91664
H  0.30245  -2.71617  3.68816
H  1.62489  -1.79096  2.63874
Se  0.12070  4.43270  -1.80880
Te  -0.92348  2.23466  -2.60092
Te  -3.36811  1.49942  -1.60960
Se  -2.39724  -0.66117  -0.79104
C  5.24326  4.94345  -6.78777
C  4.52840  4.56866  -5.52136
C  4.26001  5.51567  -4.54584
C  3.61876  5.19995  -3.35210
C  3.37675  6.29669  -2.35870
C  3.23723  3.87035  -3.15091
Te  2.27468  3.14011  -1.40052
N  0.38501  2.34845  0.48614
C  -0.71524  2.50732  1.17226
O  -1.60309  1.52648  1.02228
C  -1.05391  3.56088  2.13752
C  -0.08909  4.02028  3.02844
C  -0.43103  4.97820  3.96977
C  -1.72148  5.48804  4.00095
C  -2.68405  5.02628  3.11125
C  -2.36008  4.04400  2.19073
C  3.49538  4.11376  0.02944
C  4.77264  3.54435  0.06953
C  5.16407  2.36712  -0.78688
C  5.70898  4.10032  0.93224
C  5.40124  5.17658  1.75031
C  6.41744  5.75610  2.69180
C  4.11310  5.69773  1.69581
C  3.13958  5.19248  0.84658
C  1.78652  5.84164  0.82251
C  3.48703  2.88384  -4.12380
C  3.08290  1.43858  -3.94620
C  4.12933  3.25654  -5.29398
H  5.22393  6.01949  -6.95072
H  4.79307  4.45585  -7.65215
H  6.28819  4.63041  -6.74257
H  4.55319  6.54549  -4.71622
H  3.43286  7.26672  -2.84916
H  4.11801  6.27629  -1.55767
H  2.39113  6.22020  -1.89926
H  0.91248  3.60940  2.98140
H  0.30542  5.32452  4.68310
H  -1.98297  6.24236  4.73150
H  -3.69000  5.42215  3.14666
H  -3.10488  3.64708  1.51316
H  4.44342  1.54688  -0.70147
H  6.12394  1.96974  -0.46234
H  5.26451  2.64810  -1.83989
H  6.70228  3.66839  0.96845
H  7.41209  5.35991  2.49609
H  6.15830  5.52148  3.72561
H  6.45668  6.84197  2.60348
H  3.85344  6.53555  2.33392
H  1.69363  6.53986  -0.01289
H  1.62550  6.41306  1.73507
H  0.99071  5.10872  0.73884
H  2.00380  1.32389  -3.81078
H  3.56849  0.97314  -3.08367
H  3.36304  0.86251  -4.82669
H  4.32046  2.50352  -6.05035
I  3.74525  -5.98661  -4.57326
C  2.77784  -4.50004  -3.48506
C  2.57258  -3.25067  -4.06151
C  1.93475  -2.26335  -3.33593
C  1.50104  -2.52708  -2.03812
C  1.70436  -3.78148  -1.46675
C  2.34446  -4.76868  -2.19160
C  0.84114  -1.48396  -1.26772
O  0.35554  -1.65191  -0.11254
O  0.72098  -0.28410  -1.74165
H  2.90756  -3.05720  -5.07089
H  1.76022  -1.28790  -3.76979
H  1.36035  -3.97212  -0.45898
H  2.50730  -5.74502  -1.75732

Its spin multiplicity is 2. The calculation puts the HOMO energy (alpha / beta) at -10.14 / -10.19 eV. Its lowest unoccupied orbital energy (alpha / beta) is -4.069 / -4.068 eV. Its net charge is +1. As for the gap between HOMO and LUMO (alpha / beta): 6.07 / 6.12 eV.

Löwdin population analysis, charges in e, atoms 1 to 5: 1.185, 0.813, -0.431, 0.227, 0.001

---

(two)
The following is a DFT calculation (ωB97M-V/def2-TZVPD) of C33H33Br2INO3Se2TaTe3 as an isolated structure.

Atoms and positions in Å:
Ta  0.69628  0.49578  -0.90491
Br  0.44020  -1.01967  4.44164
C  -1.16395  -1.89269  3.85468
Br  -1.57831  -1.52148  2.00047
H  -1.99420  -1.53580  4.44858
H  -1.03021  -2.96214  3.94637
Se  1.98921  -0.38002  -3.24845
Te  2.13955  1.26116  -4.99834
Te  1.74407  3.58408  -3.72133
Se  1.32892  2.84410  -1.37365
C  8.31131  -0.76567  -3.74843
C  7.09696  -0.56354  -2.88715
C  6.70806  0.70170  -2.47704
C  5.60770  0.90818  -1.64793
C  5.25228  2.33050  -1.29718
C  4.87500  -0.21080  -1.23199
Te  3.35153  0.14838  0.19978
N  0.42547  1.12052  0.75224
C  0.63779  1.77803  1.96369
O  1.68701  1.62591  2.55253
C  -0.46410  2.64273  2.45151
C  -0.30129  3.27728  3.68133
C  -1.30619  4.08869  4.17712
C  -2.47393  4.27096  3.44616
C  -2.63776  3.64306  2.21920
C  -1.63564  2.82601  1.72151
C  3.70344  -1.30931  1.69148
C  4.69465  -0.94198  2.61795
C  5.51757  0.31251  2.48656
C  4.91816  -1.77505  3.70440
C  4.18004  -2.93521  3.90769
C  4.39892  -3.78704  5.12495
C  3.22064  -3.27157  2.96805
C  2.96396  -2.48369  1.84916
C  1.92960  -2.98655  0.88667
C  5.21536  -1.49963  -1.66687
C  4.41324  -2.71586  -1.30420
C  6.32576  -1.64859  -2.48534
H  8.89962  0.14713  -3.82441
H  8.02661  -1.06841  -4.75782
H  8.94852  -1.55078  -3.34114
H  7.28213  1.56329  -2.79948
H  6.12558  2.97290  -1.39839
H  4.87260  2.44041  -0.28180
H  4.48451  2.71150  -1.97672
H  0.61533  3.11857  4.23307
H  -1.18283  4.58036  5.13266
H  -3.26192  4.90063  3.83824
H  -3.54747  3.78959  1.65235
H  -1.76361  2.32559  0.77068
H  4.88615  1.20239  2.53302
H  6.06806  0.33891  1.54250
H  6.24285  0.37291  3.29562
H  5.68654  -1.50306  4.41890
H  5.39910  -3.64806  5.53258
H  4.26165  -4.84393  4.89868
H  3.68298  -3.52082  5.90562
H  2.64462  -4.18184  3.09994
H  2.18501  -3.99698  0.56084
H  1.84712  -2.36828  0.00192
H  0.94607  -3.02689  1.35561
H  3.34789  -2.54802  -1.47437
H  4.54189  -2.98381  -0.25441
H  4.71903  -3.56770  -1.90932
H  6.59623  -2.64415  -2.82000
I  -6.19246  -4.79274  -1.71597
C  -4.51202  -3.56479  -1.69068
C  -4.67244  -2.18863  -1.57179
C  -3.55635  -1.37240  -1.56451
C  -2.28821  -1.94141  -1.65004
C  -2.13077  -3.32128  -1.75471
C  -3.24690  -4.13535  -1.78918
C  -1.11088  -1.08425  -1.57858
O  0.02331  -1.51397  -1.16957
O  -1.15107  0.16885  -1.85476
H  -5.66094  -1.76043  -1.48591
H  -3.66061  -0.29892  -1.48015
H  -1.13781  -3.74724  -1.81313
H  -3.13835  -5.20639  -1.88403

Its spin multiplicity is 2. The calculation puts the HOMO energy (alpha / beta) at -10.54 / -10.81 eV. Its lowest unoccupied orbital energy (alpha / beta) is -3.706 / -5.203 eV. Its net charge is +1. As for the gap between HOMO and LUMO (alpha / beta): 6.83 / 5.61 eV.

Löwdin population analysis, charges in e, atoms 1 to 5: 0.980, 0.654, -1.029, 0.632, 0.000

---

Of them, the most stable is (two) and the least stable is (one).